{
  "formula": "C5H7NO",
  "method": "ωB97M-V/def2-TZVPD",
  "species": ["O", "C", "C", "C", "C", "C", "N", "H", "H", "H", "H", "H", "H", "H"],
  "positions_angstrom": [[-1.107, -1.377, -2.007], [-0.576, -0.699, -1.148], [-1.317, -0.059, 0.009], [-0.402, 0.122, 1.226], [0.889, 0.800, 0.858], [1.457, 0.415, -0.284], [0.779, -0.435, -1.176], [-2.186, -0.687, 0.226], [-1.713, 0.903, -0.351], [-0.939, 0.586, 2.059], [1.419, 1.414, 1.578], [-0.057, -0.858, 1.582], [2.469, 0.670, -0.577], [1.260, -0.813, -1.978]],
  "charge": 0,
  "smiles": "O=C1CCC=CN1",
  "e_homo_ev": -8.67,
  "lumo_ev": 0.897,
  "energy_ha": -324.7234,
  "multiplicity": 1
}